A cluster of 4 separate species, C34H43ClF24NO8S in total in a non-equilibrium geometry. Source: the OMol25 dataset; level of theory: the ωB97M-V functional and the def2-TZVPD basis.

Each line ends with the Löwdin charge.
CARTESIAN COORDINATES (ANGSTROEM)
C 3.232311 -1.108848 1.742372  -0.10
C 2.590365 0.275929 1.750080  -0.21
C 1.133429 0.163942 1.340426  -0.22
O 0.386543 1.324710 1.633985  -0.06
C -0.211696 2.073369 0.580475  -0.36
C 0.843731 2.694118 -0.323652  -0.07
C 1.485951 4.012793 0.128173  -0.23
C 2.495816 3.990956 1.271420  -0.54
S 1.783588 4.156138 2.936442  0.73
O -0.826642 3.168779 1.264712  0.07
C -2.060689 2.833731 1.702813  -0.44
O -2.664130 3.553025 2.417978  0.16
C -2.447471 1.474056 1.162437  -0.24
C -2.220212 0.396840 2.273290  -0.15
C -2.098196 0.898103 3.714171  -0.08
C -3.929627 1.395462 0.736277  -0.08
C -4.962349 1.904035 1.722514  -0.41
C -5.427499 3.286930 1.361671  -0.04
N -5.394860 1.173030 2.663217  0.14
C -1.471194 1.390492 -0.076504  -0.14
C -1.413062 -0.070148 -0.554161  -0.15
C -0.889790 -0.452509 -1.950820  -0.64
C 0.490143 -0.005989 -2.408045  -0.11
Cl -0.938429 -2.283596 -1.961852  0.60
C -1.940810 2.381179 -1.224957  -0.63
O -1.452122 2.131581 -2.326904  0.00
O -2.704619 3.295684 -0.897309  0.00
H 3.018740 -1.644784 2.669234  0.08
H 4.308882 -1.054710 1.616805  0.06
H 2.829526 -1.713477 0.924763  0.07
H 2.651420 0.734096 2.737121  0.11
H 3.118122 0.919919 1.043579  0.09
H 0.693472 -0.666700 1.907139  0.13
H 1.085134 -0.125642 0.294247  0.10
H 1.661556 1.987990 -0.484786  0.11
H 0.411558 2.872074 -1.306340  0.12
H 2.067722 4.327741 -0.743966  0.11
H 0.728770 4.780435 0.278816  0.11
H 3.162718 4.843328 1.139724  0.05
H 3.122765 3.102731 1.206046  0.05
H 2.674454 3.392882 3.566691  -0.17
H -3.031004 -0.328610 2.236667  0.11
H -1.303768 -0.151762 2.085832  0.08
H -2.099089 0.035166 4.381805  0.07
H -2.897614 1.578089 3.991446  0.06
H -1.145610 1.412719 3.851045  0.08
H -4.062317 1.963657 -0.172422  0.10
H -4.161942 0.350667 0.512511  0.12
H -4.591005 3.894905 1.034356  0.06
H -6.108295 3.168479 0.510531  0.09
H -5.990185 3.782606 2.153201  0.08
H -6.083099 1.691302 3.208573  0.04
H -0.895554 -0.694810 0.167936  0.08
H -2.444119 -0.429286 -0.538999  0.11
H -1.619913 -0.146406 -2.689765  0.09
H 0.993214 -0.812558 -2.941610  0.06
H 1.137262 0.292203 -1.592266  0.05
H 0.385601 0.832052 -3.089562  0.08
C -1.235890 -6.357684 -1.120839  -0.04
C -0.166084 -5.745675 -0.211187  -0.45
C 1.087751 -5.185951 -0.882537  -0.30
F 1.789003 -6.166085 -1.493542  0.09
F 1.885762 -4.643001 0.074582  0.08
F 0.193144 -6.624717 0.753446  0.13
F -0.753440 -4.678909 0.392381  0.09
O -1.236712 -7.765267 -1.232135  0.06
C -0.520797 -8.421017 -2.178543  -0.56
C 0.480346 -9.391140 -1.539057  -0.29
F 1.359972 -8.714292 -0.777710  0.10
F 1.155988 -10.024203 -2.526040  0.10
F 0.092099 -7.596609 -3.044930  0.16
F -1.379440 -9.194277 -2.890724  0.14
H -2.177146 -6.124309 -0.627495  0.15
H -1.253982 -5.868116 -2.095030  0.15
H 0.835414 -4.404558 -1.603347  0.13
H -0.050510 -10.123309 -0.928204  0.17
C -3.662528 6.264343 -2.919407  -0.03
C -2.731866 7.148178 -2.077623  -0.43
C -2.506751 6.793462 -0.603216  -0.28
F -3.663350 6.941453 0.080608  0.09
F -1.608776 7.693125 -0.109513  0.08
F -3.111184 8.448242 -2.177977  0.12
F -1.503771 7.033041 -2.667516  0.09
O -4.993142 6.726861 -3.105314  0.05
C -5.983221 6.338137 -2.251838  -0.56
C -6.611491 7.542808 -1.544240  -0.29
F -5.683311 8.190361 -0.816786  0.10
F -7.585096 7.097611 -0.714847  0.09
F -5.551492 5.416880 -1.388215  0.16
F -6.984011 5.782700 -2.988694  0.13
H -3.229690 6.292930 -3.917296  0.15
H -3.630695 5.228542 -2.580902  0.14
H -2.123241 5.776667 -0.483574  0.16
H -7.041920 8.223877 -2.281079  0.17
C 5.204061 -4.231370 0.223170  -0.04
C 5.637932 -5.672932 0.508789  -0.44
C 6.272822 -5.966337 1.869563  -0.30
F 7.433745 -5.290792 2.008388  0.09
F 6.538715 -7.291247 1.942624  0.10
F 6.450238 -6.124104 -0.472419  0.14
F 4.499560 -6.421682 0.489847  0.11
O 6.088885 -3.456731 -0.560904  0.06
C 7.093526 -2.719458 -0.024494  -0.56
C 8.456080 -3.172211 -0.563268  -0.29
F 8.684027 -4.457002 -0.227787  0.10
F 9.418073 -2.402538 -0.004326  0.10
F 7.086076 -2.712567 1.320258  0.15
F 6.947832 -1.436934 -0.440842  0.14
H 4.312526 -4.327316 -0.391692  0.13
H 4.899484 -3.715562 1.134887  0.14
H 5.589598 -5.695774 2.678711  0.17
H 8.480996 -3.063627 -1.648769  0.17

Forces on the atoms, in the same order (eV/Å):
-0.156 -0.112 0.072
0.081 -0.002 -0.184
0.060 -0.103 0.232
0.059 0.036 -0.109
-0.212 0.424 -0.057
0.311 0.076 -0.166
0.087 -0.096 -0.261
0.200 0.235 -0.117
-0.252 -0.063 0.056
0.492 -0.272 0.121
0.496 -0.716 -0.956
-0.831 0.963 0.985
-0.245 -0.125 -0.116
0.239 -0.122 0.261
0.159 0.026 -0.145
-0.207 -0.409 -0.052
0.496 0.313 -0.252
-0.541 -0.114 0.030
-0.020 -0.093 0.069
-0.138 -0.173 0.600
0.185 -0.006 -0.206
-0.132 0.524 0.115
0.147 -0.226 -0.221
-0.086 -0.331 -0.072
0.195 -0.689 0.745
0.233 -0.044 -1.086
-0.306 1.130 0.030
-0.002 -0.023 -0.008
0.202 0.012 0.043
0.044 0.005 -0.061
0.032 0.064 0.022
-0.013 0.093 0.058
-0.091 -0.019 -0.003
-0.037 0.081 -0.115
-0.084 -0.176 0.051
-0.084 -0.046 0.001
-0.057 0.127 -0.028
-0.049 0.011 0.111
0.018 0.003 -0.036
-0.126 -0.095 0.133
0.167 -0.071 0.092
-0.135 0.076 -0.124
-0.053 -0.075 -0.155
-0.091 0.014 0.068
-0.113 -0.052 0.052
-0.010 0.111 0.004
-0.013 0.040 -0.122
0.058 -0.041 0.153
-0.010 0.106 0.012
0.075 0.101 -0.067
0.124 -0.029 0.131
-0.051 0.014 0.045
0.033 0.031 0.077
-0.038 -0.019 0.019
0.014 -0.171 -0.070
-0.024 -0.014 -0.007
0.034 0.021 0.092
-0.034 0.142 0.126
-0.462 0.286 -0.168
0.136 -0.159 0.143
0.119 0.204 -0.094
-0.022 0.037 0.031
-0.002 -0.022 0.012
-0.051 0.035 -0.043
-0.026 0.028 0.054
0.241 -0.070 0.331
0.004 -0.164 -0.120
-0.004 0.019 -0.021
0.023 -0.097 -0.036
0.047 -0.034 0.054
-0.050 0.021 0.005
-0.061 0.059 -0.128
-0.022 -0.006 -0.003
0.158 0.006 0.012
-0.042 -0.027 0.007
0.024 -0.011 0.011
0.212 -0.476 -0.321
-0.176 0.070 -0.135
0.035 0.070 -0.062
0.187 -0.109 0.038
-0.102 -0.166 0.059
0.045 -0.064 0.016
0.075 0.025 0.030
-0.083 0.418 0.293
0.269 -0.081 -0.304
0.047 -0.042 -0.019
-0.216 0.074 -0.011
-0.037 0.084 0.066
-0.220 -0.077 0.293
0.022 -0.083 -0.014
-0.011 0.015 -0.015
0.081 0.003 0.188
-0.078 -0.035 0.012
-0.005 0.006 0.018
-0.486 0.211 0.019
0.149 -0.062 -0.145
-0.037 -0.015 -0.011
-0.042 -0.083 0.067
0.053 0.055 0.054
-0.081 0.010 0.036
-0.060 -0.010 0.002
0.199 -0.275 -0.099
0.129 0.155 -0.050
-0.014 0.004 0.027
0.090 0.058 -0.024
0.063 -0.042 -0.031
-0.080 0.019 -0.010
-0.138 0.054 0.111
-0.011 -0.012 -0.020
0.153 -0.049 0.068
0.038 0.009 0.016
0.025 -0.015 -0.001

## Properties
- Max |F|: 1.61 eV Å⁻¹
- E_LUMO: 1.94 eV
- HOMO-LUMO gap: 8.161 eV
- Electronic energy: -5233.346083 hartree
- Total charge: -1


A cluster of 5 separate species, C34H43N10O8 in total in a non-equilibrium geometry. Source: the OMol25 dataset; level of theory: the ωB97M-V functional and the def2-TZVPD basis.

Each line ends with the Löwdin charge.
CARTESIAN COORDINATES (ANGSTROEM)
C 3.738152 -0.705687 2.095984  -0.08
C 4.824789 -1.212441 1.096312  -0.17
C 4.339306 -1.370709 -0.372580  -0.40
C 4.133530 -0.023466 -1.139391  -0.11
C 2.832198 0.776395 -0.804702  -0.17
C 1.535115 0.235424 -1.554567  -0.15
C 0.475086 -0.051935 -0.426299  -0.22
N -0.752997 -0.714143 -0.948876  0.02
C -0.724062 -2.113106 -0.559240  -0.55
N -1.041999 -2.503961 0.612619  0.13
N -0.305768 -3.005410 -1.562299  0.12
C 3.187659 -2.435797 -0.354358  -0.05
N 3.538944 -3.490822 -1.389815  0.09
C 4.389765 -2.785832 -2.207125  -0.35
N 4.380744 -2.697121 -3.525039  0.24
N 5.284171 -2.108025 -1.276333  0.10
H 3.628681 0.400399 2.086533  0.08
H 4.063437 -0.990727 3.116281  0.08
H 2.728341 -1.138419 1.941039  0.07
H 5.628934 -0.437836 1.082433  0.12
H 5.289249 -2.146145 1.487785  0.12
H 4.199769 -0.106580 -2.243204  0.12
H 4.986253 0.630513 -0.835419  0.13
H 2.983739 1.797555 -1.225204  0.09
H 2.640251 0.924979 0.273810  0.09
H 1.822624 -0.730408 -2.044383  0.08
H 1.142624 0.958268 -2.291201  0.11
H 0.910379 -0.674201 0.389013  0.10
H 0.172679 0.950924 -0.055275  0.10
H -1.573026 -0.268068 -0.530886  0.06
H -1.301677 -1.690161 1.175204  0.03
H -0.041488 -3.908206 -1.175438  0.09
H 0.413908 -2.613605 -2.161586  0.06
H 2.150652 -2.137587 -0.585307  0.09
H 3.222549 -2.955841 0.629756  0.14
H 2.711474 -3.886258 -1.846641  0.15
H 5.208157 -2.670757 -4.109507  0.14
H 3.483184 -2.573492 -3.985317  0.14
H 5.731462 -2.874174 -0.763620  0.11
C -2.893171 4.806234 -0.737771  -0.06
C -2.139646 3.639338 -0.740637  -0.05
C -0.756313 3.706762 -0.798559  0.00
C -0.139136 4.945354 -0.849604  -0.14
C -0.880915 6.117262 -0.855883  0.01
C -2.265092 6.043868 -0.799797  -0.05
N 1.326352 5.015197 -0.885083  -0.34
O 1.943594 3.961085 -0.894072  0.05
O 1.842600 6.112646 -0.897489  0.09
H -3.968708 4.748970 -0.687529  0.08
H -2.631939 2.675399 -0.694341  0.09
H -0.177210 2.794882 -0.800169  0.09
H -0.398726 7.084346 -0.900619  0.12
H -2.855345 6.949476 -0.800333  0.11
C -9.330537 4.884160 2.048484  -0.07
C -9.355520 5.082170 0.673755  -0.06
C -8.215278 5.514520 0.013980  0.00
C -7.057027 5.740339 0.741475  -0.14
C -7.022191 5.553141 2.114611  0.00
C -8.166709 5.123336 2.768600  -0.07
N -5.841888 6.174046 0.043477  -0.34
O -5.907707 6.346729 -1.159022  0.09
O -4.831504 6.331651 0.705482  0.06
H -10.221558 4.541271 2.560712  0.11
H -10.264338 4.896453 0.115925  0.11
H -8.242435 5.666597 -1.056493  0.12
H -6.118948 5.734545 2.681431  0.12
H -8.151558 4.971054 3.840296  0.11
C 6.531914 -9.538326 -2.187940  -0.05
C 7.317702 -8.532925 -2.738282  -0.05
C 6.963050 -7.204762 -2.568833  0.00
C 5.821151 -6.896834 -1.841952  -0.14
C 5.025112 -7.893097 -1.293945  0.00
C 5.385135 -9.218678 -1.470537  -0.05
N 5.457413 -5.494817 -1.639221  -0.27
O 6.168629 -4.637879 -2.149476  0.06
O 4.468780 -5.246030 -0.970093  0.05
H 6.815010 -10.575709 -2.317632  0.12
H 8.209037 -8.786495 -3.297178  0.12
H 7.580134 -6.428214 -3.000220  0.12
H 4.133091 -7.652850 -0.731299  0.12
H 4.774851 -10.005076 -1.046058  0.12
C -5.855561 1.142273 4.550376  -0.06
C -6.124408 0.903547 3.208294  -0.06
C -5.081705 0.767501 2.305758  0.00
C -3.775397 0.868425 2.761033  -0.14
C -3.495152 1.113792 4.096723  0.00
C -4.542969 1.251429 4.993093  -0.06
N -2.671380 0.701156 1.815107  -0.32
O -2.950975 0.504941 0.641474  0.04
O -1.536084 0.762086 2.244489  0.09
H -6.672548 1.242641 5.254761  0.11
H -7.148218 0.820521 2.866895  0.11
H -5.298787 0.581695 1.262591  0.12
H -2.476051 1.197045 4.449292  0.12
H -4.337747 1.440297 6.038823  0.11

Forces on the atoms, in the same order (eV/Å):
0.088 0.010 0.192
0.619 1.034 -0.283
-0.457 -0.707 -0.994
-0.732 0.971 1.321
-0.258 0.676 -1.616
0.616 -0.740 1.922
-0.191 0.585 -1.377
0.663 -0.681 0.056
-0.404 0.871 0.329
0.140 -0.287 -0.516
0.343 0.293 0.681
-0.734 -1.206 1.418
-1.883 6.211 -3.925
0.072 -0.684 3.379
-0.484 -0.183 -0.289
0.889 -0.325 -0.967
0.147 -0.775 -0.095
-0.248 0.203 -0.520
0.587 0.126 0.001
-0.371 -0.678 0.065
-0.445 0.402 -0.493
-0.035 -0.365 0.642
-0.404 -0.626 -0.291
0.083 -0.625 0.545
0.176 -0.295 -0.568
-0.438 0.738 -0.050
0.187 -0.506 0.315
-0.126 0.708 -0.329
0.283 -0.795 0.245
0.350 -0.367 -0.085
-0.016 -0.292 -0.140
-0.210 0.189 -0.058
-0.466 0.056 -0.097
0.618 0.137 0.425
-0.331 0.379 -0.575
0.326 -0.228 0.210
0.024 0.491 0.489
0.319 -0.582 0.006
0.121 0.296 -0.126
0.212 -0.117 -0.084
-0.031 0.146 -0.008
0.003 -0.246 0.023
-0.403 -0.022 0.030
-0.031 0.219 -0.008
0.101 -0.142 -0.049
0.110 0.052 -0.001
-0.064 0.097 -0.011
-0.038 -0.153 -0.012
0.079 -0.044 -0.110
0.063 0.019 -0.026
0.129 0.167 -0.027
0.133 -0.130 0.002
0.027 -0.050 0.014
-0.014 -0.016 0.012
0.071 -0.009 0.146
-0.103 -0.008 -0.251
-0.390 -0.175 0.223
0.173 -0.009 0.230
-0.084 -0.029 -0.148
-0.032 0.203 0.034
0.065 -0.058 0.121
-0.348 0.130 0.077
0.032 0.033 -0.022
0.056 0.030 -0.008
0.173 0.040 0.058
0.038 0.039 -0.182
0.036 0.034 -0.041
-0.005 0.009 0.001
-0.109 -0.066 0.082
0.201 0.155 -0.142
0.070 -0.435 -0.257
-0.244 0.000 0.173
0.129 0.022 -0.087
-0.133 -0.859 0.037
-0.062 0.098 0.264
2.027 -2.825 0.968
-0.017 0.047 0.001
-0.035 0.051 0.018
-0.115 0.062 0.093
0.085 0.130 -0.031
0.001 0.064 -0.004
0.001 0.010 -0.003
0.085 0.039 0.127
-0.144 -0.043 -0.247
-0.391 0.051 0.266
0.237 0.028 0.184
-0.122 -0.019 -0.111
0.016 0.102 0.125
-0.080 0.083 0.139
-0.077 -0.080 -0.163
0.037 -0.003 -0.030
0.059 0.001 -0.027
0.172 -0.010 0.025
0.001 -0.036 -0.173
0.034 -0.008 -0.055

## Properties
- Max |F|: 7.59 eV Å⁻¹
- E_LUMO: -3.52 eV
- HOMO-LUMO gap: 7.420 eV
- Electronic energy: -2470.210910 hartree
- Total charge: +1
- Energy relative to the best compared isomer or geometry (same formula, charge and spin): 165.63 kJ/mol